No. 1
The following is a DFT calculation (ωB97M-V with the def2-TZVPD basis set) of the molecule C4H10N2O in a non-equilibrium geometry.

Output
* total charge: 0
* M: 102.14 g/mol
* energy relative to the best compared isomer or geometry (same formula, charge and spin): 281.2 kJ/mol
* LUMO level: 0.78 eV
* F_max: 5.9 eV Å⁻¹

XYZ file:
```
17
Properties=species:S:1:pos:R:3:forces:R:3:mulliken_charge:R:1
O 2.47654 -1.56558 -1.97243 -2.2 1.3 0.0 -0.5624
N -0.49552 1.00487 2.29835 -3.6 -4.6 0.4 -0.6121
N 0.75675 0.04283 -1.59392 0.1 -2.1 1.1 -0.0684
C 1.42199 -1.18191 -1.44429 2.4 1.0 -0.4 0.1032
C -0.87740 -0.45360 0.18457 0.8 2.0 -1.9 -0.5337
C -0.47700 0.47876 -1.03470 -1.0 -0.8 3.9 -0.5743
C 0.05058 0.05005 1.31773 0.1 -1.5 1.4 -0.5359
H -1.27354 0.43493 -1.67154 -1.9 -0.2 -2.5 0.4043
H 0.23047 -0.91263 1.81529 0.5 0.4 0.7 0.2249
H 1.05657 0.45612 1.04943 -0.9 -0.5 -0.5 0.3766
H -0.57603 -1.47819 -0.22106 -1.3 1.2 1.4 0.2326
H -1.98424 -0.28898 0.41508 1.6 -0.6 -0.2 0.3477
H -0.30366 1.88590 2.09302 1.7 4.8 -1.3 0.2719
H 0.95745 0.74394 -2.21272 2.1 1.1 -2.4 0.1621
H -0.51001 1.53920 -0.66023 0.8 -0.8 -0.3 0.2750
H -1.55972 1.02123 2.24021 1.7 -0.5 0.4 0.2455
H 1.10675 -1.77694 -0.60281 -0.8 -0.2 0.2 0.2431
```
Positions in Å, forces in eV/Å.


No. 2
The following is a DFT calculation (ωB97M-V with the def2-TZVPD basis set) of the molecule C4H10N2O in a non-equilibrium geometry.

Output
* total charge: 0
* M: 102.14 g/mol
* energy relative to the best compared isomer or geometry (same formula, charge and spin): 195.9 kJ/mol
* LUMO level: 0.90 eV
* F_max: 3.4 eV Å⁻¹

XYZ file:
```
17
Properties=species:S:1:pos:R:3:forces:R:3:mulliken_charge:R:1
O 0.53245 -1.32014 3.65411 -1.1 0.8 -1.6 -0.5628
N 0.74264 0.54594 -2.59428 0.8 -0.6 1.3 -0.5529
N 0.18901 -0.64093 1.48682 1.0 0.3 1.7 -0.1228
C -0.19797 -1.19489 2.66503 -1.0 -1.8 1.9 0.0769
C 0.63796 1.14466 -1.21757 0.1 2.2 -2.6 -0.5462
C -0.45437 -0.71706 0.20788 -2.0 0.5 1.2 -0.4288
C -0.55849 0.72334 -0.41508 -1.4 -1.6 0.1 -0.5396
H 1.56364 1.00652 -0.67779 0.4 -0.7 0.0 0.3153
H -0.01296 -1.48760 -0.39428 0.4 -0.2 -0.6 0.2738
H -1.45615 -1.13278 0.55205 0.6 0.6 -1.2 0.3151
H 0.83272 0.08162 1.77065 0.7 0.1 -1.0 0.2340
H 0.88341 -0.45255 -2.49240 -0.1 0.1 -0.4 0.2066
H 0.05112 0.72518 -3.31971 -0.1 0.3 0.9 0.2262
H -1.30188 -1.59416 2.75934 1.7 0.5 -0.7 0.2253
H -1.49353 0.74080 -1.04946 1.0 0.3 0.7 0.2564
H -0.68701 1.29894 0.49972 -0.2 0.7 -0.3 0.3177
H 0.72943 2.27312 -1.43502 -0.8 -1.4 0.7 0.3059
```
Positions in Å, forces in eV/Å.


Which formula does entry 1 have? C4H10N2O